[1]
{
  "formula": "C4H10N2OS",
  "method": "the ωB97M-V functional and the def2-TZVPD basis",
  "symbols": ["C", "N", "C", "C", "S", "C", "N", "O", "H", "H", "H", "H", "H", "H", "H", "H", "H", "H"],
  "coordinates": [[-0.61, -1.50, 1.72], [0.13, -1.43, 0.53], [-0.25, -0.04, 0.08], [0.87, 0.84, 0.60], [0.81, 2.67, 0.22], [-0.29, -0.18, -1.52], [0.40, 0.74, -2.30], [-1.17, -0.84, -1.99], [-0.59, -2.57, 2.05], [-1.68, -1.19, 1.53], [-0.09, -0.92, 2.53], [-0.17, -2.14, -0.18], [-1.23, 0.31, 0.28], [0.99, 0.77, 1.71], [1.79, 0.62, 0.00], [-0.51, 2.82, -0.10], [0.64, 0.57, -3.25], [0.97, 1.45, -1.90]],
  "charge": 0,
  "energy_ha": -741.314912,
  "e_lumo_ev": 0.78,
  "orbital_gap_ev": 10.171,
  "homo_ev": -9.394,
  "smiles": "CN[C@@H](CS)C(N)=O"
}


[2]
{
  "formula": "C4H10N2OS",
  "method": "the ωB97M-V functional and the def2-TZVPD basis",
  "symbols": ["C", "C", "C", "C", "N", "N", "O", "S", "H", "H", "H", "H", "H", "H", "H", "H", "H", "H"],
  "coordinates": [[0.24, -1.06, 0.78], [0.35, 0.08, -0.23], [0.84, -0.58, -1.55], [-1.05, 1.93, 0.37], [-0.94, -1.86, 0.45], [-0.91, 0.71, -0.39], [-3.22, -1.01, -0.68], [-2.24, -0.74, 0.37], [1.02, -1.78, 0.91], [0.15, -0.64, 1.74], [1.12, 0.83, 0.18], [0.96, 0.22, -2.39], [0.02, -1.31, -1.80], [1.63, -1.20, -1.38], [-2.13, 2.17, 0.48], [-0.41, 2.12, 1.31], [-0.81, 2.78, -0.31], [-0.87, -2.41, -0.44]],
  "charge": 0,
  "energy_ha": -741.255101,
  "e_lumo_ev": 0.69,
  "orbital_gap_ev": 9.271,
  "homo_ev": -8.580
}


[3]
{
  "formula": "C4H10N2OS",
  "method": "the ωB97M-V functional and the def2-TZVPD basis",
  "symbols": ["N", "C", "N", "C", "C", "O", "C", "S", "H", "H", "H", "H", "H", "H", "H", "H", "H", "H"],
  "coordinates": [[-3.57, -0.55, -0.53], [-2.34, 0.15, -0.31], [-1.17, -0.75, -0.16], [0.09, 0.01, -0.19], [0.14, 0.75, 1.13], [0.02, 1.94, 1.26], [1.23, -1.00, -0.25], [2.83, -0.06, -0.34], [-3.54, -1.08, -1.39], [-3.81, -1.17, 0.22], [-2.39, 0.76, 0.59], [-2.19, 0.87, -1.14], [-1.19, -1.37, -0.96], [0.17, 0.71, -1.03], [0.08, 0.06, 2.00], [1.15, -1.42, -1.27], [1.11, -1.77, 0.52], [3.68, -0.86, 0.31]],
  "charge": 0,
  "energy_ha": -741.314651,
  "e_lumo_ev": 0.74,
  "orbital_gap_ev": 10.110,
  "homo_ev": -9.365,
  "smiles": "NCN[C@@H](C=O)CS"
}


[4]
{
  "formula": "C4H10N2OS",
  "method": "the ωB97M-V functional and the def2-TZVPD basis",
  "symbols": ["O", "C", "C", "C", "S", "N", "C", "N", "H", "H", "H", "H", "H", "H", "H", "H", "H", "H"],
  "coordinates": [[-0.20, 0.62, 2.40], [-0.37, 1.21, 1.34], [-0.60, 0.22, 0.15], [-1.56, 0.80, -0.86], [-2.97, 1.39, -0.04], [0.58, -0.22, -0.56], [1.28, -1.33, 0.17], [2.61, -1.45, -0.37], [-0.37, 2.31, 1.38], [-1.20, -0.70, 0.66], [-1.93, -0.12, -1.42], [-1.15, 1.65, -1.49], [-3.07, 2.34, -0.89], [1.24, 0.59, -0.63], [1.31, -1.15, 1.19], [0.71, -2.28, 0.08], [2.59, -1.78, -1.29], [3.12, -2.11, 0.18]],
  "charge": 1,
  "energy_ha": -740.955832,
  "e_lumo_ev": [-4.65, -8.65],
  "spin_multiplicity": 2,
  "orbital_gap_ev": [9.133, 4.730],
  "homo_ev": [-13.782, -13.385],
  "s_squared": 0.7613
}


[5]
{
  "formula": "C4H10N2P",
  "method": "the ωB97M-V functional and the def2-TZVPD basis",
  "symbols": ["C", "C", "N", "P", "C", "N", "C", "H", "H", "H", "H", "H", "H", "H", "H", "H", "H"],
  "coordinates": [[1.33, 2.63, 1.03], [0.43, 1.90, 0.38], [0.32, 0.55, 0.51], [1.59, -0.27, 1.48], [-0.58, -0.01, -0.34], [-0.62, -1.30, -0.57], [-1.65, -1.93, -1.38], [1.38, 3.79, 1.07], [1.87, 2.09, 1.75], [-0.34, 2.31, -0.34], [0.89, -1.45, 1.58], [2.40, -0.58, 0.41], [-1.32, 0.52, -0.80], [0.23, -1.92, -0.25], [-2.18, -2.49, -0.69], [-1.26, -2.63, -2.05], [-2.48, -1.21, -1.78]],
  "charge": 1,
  "energy_ha": -608.957081,
  "e_lumo_ev": -3.83,
  "orbital_gap_ev": 9.263,
  "homo_ev": -13.097,
  "smiles": "C=CN(P)/C=[NH+]/C"
}


[6]
{
  "formula": "C4H10N2S",
  "method": "the ωB97M-V functional and the def2-TZVPD basis",
  "symbols": ["C", "C", "N", "S", "H", "H", "H", "H", "H", "C", "C", "N", "H", "H", "H", "H", "H"],
  "coordinates": [[-0.28, 2.27, -0.08], [0.82, 1.42, -0.30], [1.91, 1.10, 0.44], [2.99, 0.02, -0.14], [0.02, 2.84, 0.84], [-0.49, 3.04, -0.81], [-1.31, 1.80, 0.10], [0.92, 1.17, -1.29], [2.22, 1.37, 1.40], [-0.73, -0.87, -0.57], [-1.31, -1.83, 0.23], [-0.55, -2.89, 0.71], [0.21, -0.91, -1.00], [-1.38, -0.01, -0.88], [-2.31, -1.80, 0.37], [-0.97, -3.80, 0.90], [0.24, -2.94, 0.07]],
  "charge": 0,
  "energy_ha": -665.980353,
  "e_lumo_ev": [0.19, 0.19],
  "orbital_gap_ev": [7.614, 7.611],
  "homo_ev": [-7.420, -7.418],
  "smiles": "C/C=[NH+]/[S-].C=CN"
}


Computed energy relative to the best compared isomer or geometry (same formula, charge and spin) (kJ/mol) in order:
165.63 322.67 166.32 231.39 124.85 321.89